(1)
Here is the ion C5H7N4OS with charge +1 at a distorted geometry from the Open Molecules 2025 dataset. Energies are from ωB97M-V/def2-TZVPD.

Structure (XYZ):
```
18
Properties=species:S:1:pos:R:3
C 1.589 -1.502 0.439
C 2.903 -1.620 0.661
C -1.006 2.451 0.446
C -2.156 0.424 -0.695
C -1.002 -0.469 -0.309
N 2.440 0.301 -0.596
N 1.354 -0.337 -0.264
N -1.995 1.706 0.169
N 0.238 0.241 -0.623
O 0.018 2.975 0.458
S 3.817 -0.322 -0.067
H 0.769 -2.124 0.878
H 3.439 -2.289 1.449
H -2.185 0.651 -1.759
H -3.057 -0.026 -0.421
H -1.133 -0.743 0.808
H -1.089 -1.350 -0.887
H -2.943 2.032 0.315
```

Output
Largest force on an atom   4.25 eV/Å
Net charge   +1
Energy relative to the best compared isomer or geometry (same formula, charge and spin)   81.1 kcal/mol
HOMO energy   -11.31 eV

***

(2)
Here is a structure of composition CH2NOS3 at a distorted geometry from the Open Molecules 2025 dataset. Energies are from ωB97M-V/def2-TZVPD.

Structure (XYZ):
```
8
Properties=species:S:1:pos:R:3
C -0.581 -0.103 0.275
N 0.723 -0.211 0.112
O 1.400 -1.489 0.085
S 1.710 1.152 0.073
S -0.876 1.705 0.117
S -1.777 -1.221 0.101
H -2.187 1.783 0.102
H 1.588 -1.616 -0.865
```

Output
Largest force on an atom   2.08 eV/Å
Net charge   -1
Energy relative to the best compared isomer or geometry (same formula, charge and spin)   67.7 kcal/mol
HOMO energy   -3.17 eV

***

(3)
Here is the molecule C6H8N2 at a distorted geometry from the Open Molecules 2025 dataset. Energies are from ωB97M-V/def2-TZVPD.

Structure (XYZ):
```
16
Properties=species:S:1:pos:R:3
C 2.074 0.017 -0.087
C 1.462 1.283 -0.142
C 0.084 0.685 0.411
C -1.395 0.998 -0.010
N -2.171 0.092 -0.216
N -1.378 -0.988 0.232
C -0.049 -0.596 -0.358
C 1.302 -1.168 0.199
H 3.096 -0.307 -0.419
H 1.659 2.247 -0.141
H 0.034 0.669 1.479
H -1.879 1.947 -0.059
H -1.598 -1.730 -0.271
H 0.070 -0.507 -1.384
H 1.565 -1.991 -0.483
H 1.029 -1.362 1.089
```

Output
Largest force on an atom   10.02 eV/Å
Energy relative to the best compared isomer or geometry (same formula, charge and spin)   133.6 kcal/mol
SMILES string   C1=C[C@H]2C=NN[C@@H]2C1
HOMO energy   -9.41 eV

***

(4)
Here is a structure of composition C5H6Cl2O at a distorted geometry from the Open Molecules 2025 dataset. Energies are from ωB97M-V/def2-TZVPD.

Structure (XYZ):
```
14
Properties=species:S:1:pos:R:3
C -0.456 -0.727 0.774
C 0.454 0.350 0.454
C -0.073 1.451 -0.075
C 1.067 2.126 -0.708
C 1.965 0.236 0.311
H -0.122 -1.131 1.690
H -1.244 1.699 -0.273
H 1.241 3.325 -0.433
H 1.021 2.126 -1.913
H 2.482 -0.517 -0.494
H 2.333 0.190 1.391
O 2.212 1.613 -0.226
Cl -2.129 -0.457 0.508
Cl -0.291 -1.849 -0.667
```

Output
Largest force on an atom   6.30 eV/Å
Energy relative to the best compared isomer or geometry (same formula, charge and spin)   67.0 kcal/mol
HOMO energy   -9.21 eV

***

(5)
Here is a cluster of 5 separate species, C14H38ClNO6PS4 in total from the Open Molecules 2025 dataset. Energies are from ωB97M-V/def2-TZVPD.

Structure (XYZ):
```
65
Properties=species:S:1:pos:R:3
C -4.659 -1.941 -0.841
C -3.185 -1.675 -0.538
N -2.980 -1.116 0.844
C -1.803 -1.667 1.590
C -1.902 -1.186 3.025
O -1.948 0.226 3.110
C -2.985 0.788 2.344
P -2.933 2.649 2.616
O -2.244 3.077 1.198
Cl -4.882 2.942 2.060
C -2.823 0.373 0.892
H -5.335 -1.493 -0.111
H -4.910 -1.481 -1.793
H -4.865 -3.005 -0.894
H -2.808 -0.928 -1.231
H -2.573 -2.563 -0.654
H -3.809 -1.322 1.405
H -1.758 -2.749 1.521
H -0.888 -1.287 1.143
H -2.786 -1.631 3.503
H -1.028 -1.514 3.579
H -3.973 0.450 2.690
H -1.464 2.531 1.014
H -1.795 0.564 0.593
H -3.499 0.868 0.200
C 3.154 -0.972 0.581
S 1.743 -1.775 -0.165
O 0.948 -2.378 0.955
C 2.633 -3.130 -0.928
H 2.786 -0.110 1.134
H 3.655 -1.675 1.245
H 3.826 -0.634 -0.207
H 3.169 -3.685 -0.159
H 3.322 -2.729 -1.670
H 1.904 -3.774 -1.415
C 3.129 2.973 -0.674
S 2.165 2.799 0.824
O 1.408 1.512 0.720
C 0.962 4.074 0.467
H 3.911 2.217 -0.654
H 2.480 2.832 -1.539
H 3.588 3.961 -0.690
H 0.459 3.826 -0.469
H 1.425 5.058 0.399
H 0.249 4.064 1.289
C -4.660 -3.795 -4.677
S -3.488 -4.368 -3.445
O -2.476 -3.287 -3.265
C -2.735 -5.646 -4.450
H -5.195 -2.946 -4.257
H -4.121 -3.488 -5.573
H -5.363 -4.596 -4.904
H -2.320 -5.196 -5.352
H -3.485 -6.395 -4.699
H -1.941 -6.101 -3.862
C 6.771 5.376 0.972
S 7.009 3.730 1.649
O 6.483 2.773 0.638
C 5.746 3.860 2.917
H 7.447 5.483 0.126
H 5.739 5.485 0.639
H 7.012 6.119 1.731
H 4.787 4.068 2.443
H 6.008 4.651 3.620
H 5.698 2.909 3.441
```

Output
Largest force on an atom   0.46 eV/Å
Net charge   +1
HOMO energy   -10.80 eV

***

(6)
Here is a structure of composition C7H12 at a distorted geometry from the Open Molecules 2025 dataset. Energies are from ωB97M-V/def2-TZVPD.

Structure (XYZ):
```
19
Properties=species:S:1:pos:R:3
C 2.335 0.370 -0.648
C 1.072 -0.497 -0.642
C 0.160 -0.201 0.550
C -0.522 1.185 0.586
C -1.985 0.860 0.576
C -2.149 -0.290 -0.300
C -1.158 -0.996 0.622
H 2.977 0.136 -1.505
H 2.923 0.215 0.266
H 2.082 1.438 -0.703
H 0.517 -0.347 -1.579
H 1.356 -1.561 -0.617
H 0.734 -0.351 1.475
H -0.283 1.855 -0.231
H -0.329 1.761 1.479
H -1.595 -0.664 1.640
H -3.152 -0.711 -0.308
H -1.797 -0.124 -1.311
H -1.188 -2.079 0.650
```

Output
Largest force on an atom   1.44 eV/Å
Energy relative to the best compared isomer or geometry (same formula, charge and spin)   88.8 kcal/mol
HOMO energy   -7.94 eV

***

(7)
Here is a cluster of 15 separate species, C30H60Cl28N2O2P in total at a distorted geometry from the Open Molecules 2025 dataset. Energies are from ωB97M-V/def2-TZVPD.

Structure (XYZ):
```
123
Properties=species:S:1:pos:R:3
C -1.309 5.831 1.799
C -0.140 4.878 2.074
P 1.365 5.209 1.059
C 2.712 4.363 2.011
C 4.128 4.741 1.582
C 1.162 4.462 -0.657
C 1.114 5.635 -1.665
C -0.006 6.654 -1.463
C -1.366 6.249 -1.983
N -1.438 5.433 -3.177
O -2.368 6.617 -1.423
C -0.136 3.619 -0.800
C 0.032 2.126 -0.547
C 0.537 1.745 0.845
C -1.362 1.490 -0.682
N 0.942 1.523 -1.555
O 0.382 0.845 -2.480
C 2.021 2.421 -2.052
C 1.681 2.883 -3.474
C 3.291 1.554 -2.164
C 2.356 3.552 -1.078
H -2.046 5.727 2.591
H -0.987 6.864 1.728
H -1.818 5.562 0.879
H -0.513 3.855 2.025
H 0.174 5.029 3.104
H 2.565 4.665 3.044
H 2.593 3.277 1.994
H 4.392 4.292 0.633
H 4.252 5.816 1.496
H 4.821 4.370 2.334
H 1.066 5.297 -2.697
H 2.051 6.179 -1.562
H -0.133 6.990 -0.442
H 0.260 7.541 -2.044
H -1.826 6.032 -3.899
H -2.187 4.774 -2.991
H -0.960 4.006 -0.208
H -0.438 3.720 -1.842
H 0.480 0.663 0.905
H 1.589 1.994 0.959
H -0.073 2.136 1.642
H -1.854 1.779 -1.603
H -1.308 0.416 -0.557
H -1.963 1.889 0.135
H 2.349 3.680 -3.790
H 0.641 3.150 -3.594
H 1.883 2.053 -4.142
H 4.074 2.169 -2.610
H 3.117 0.722 -2.837
H 3.641 1.226 -1.190
H 2.877 3.120 -0.227
H 3.086 4.173 -1.593
C -0.921 -1.610 3.020
Cl -2.080 -2.521 2.039
Cl -1.325 0.110 3.076
H -0.929 -2.011 4.023
H 0.062 -1.718 2.575
C -4.751 -4.256 3.832
Cl -4.090 -5.816 4.343
Cl -5.726 -3.507 5.103
H -3.926 -3.595 3.597
H -5.378 -4.409 2.960
C 5.516 7.713 -0.987
Cl 4.613 9.209 -1.247
Cl 4.574 6.288 -1.441
H 6.415 7.740 -1.590
H 5.766 7.637 0.065
C 3.694 -2.216 2.354
Cl 2.743 -3.423 3.235
Cl 2.671 -0.994 1.584
H 4.358 -1.720 3.054
H 4.266 -2.722 1.586
C 2.084 5.105 6.549
Cl 3.045 3.662 6.202
Cl 1.852 6.089 5.101
H 1.112 4.793 6.912
H 2.598 5.695 7.297
C -5.570 -4.750 -0.502
Cl -4.906 -6.298 0.027
Cl -6.535 -3.989 0.774
H -4.749 -4.091 -0.760
H -6.208 -4.917 -1.359
C -0.683 0.708 -5.441
Cl -1.937 -0.248 -6.242
Cl -1.027 2.443 -5.483
H -0.629 0.404 -4.403
H 0.264 0.530 -5.935
C -0.689 -4.058 6.914
Cl 0.323 -3.575 5.545
Cl -1.370 -2.660 7.752
H -1.502 -4.670 6.543
H -0.079 -4.618 7.611
C 7.943 -1.884 3.990
Cl 6.463 -0.916 3.923
Cl 7.785 -3.383 3.068
H 8.753 -1.301 3.570
H 8.146 -2.131 5.024
C 0.668 -0.624 8.593
Cl -0.793 -0.077 9.424
Cl 1.712 0.724 8.129
H 1.220 -1.276 9.259
H 0.374 -1.157 7.696
C -5.022 -8.455 -3.386
Cl -6.232 -9.407 -4.247
Cl -5.425 -6.733 -3.375
H -4.962 -8.803 -2.361
H -4.070 -8.574 -3.884
C -3.949 -12.536 -5.067
Cl -3.158 -10.967 -4.843
Cl -5.185 -12.838 -3.842
H -4.413 -12.548 -6.045
H -3.195 -13.308 -4.993
C -4.626 -4.435 -6.031
Cl -3.570 -5.134 -7.262
Cl -3.714 -3.710 -4.701
H -5.239 -3.668 -6.491
H -5.246 -5.226 -5.628
C -1.599 -10.124 -7.663
Cl -2.880 -11.144 -8.332
Cl -1.976 -8.404 -7.798
H -1.483 -10.370 -6.615
H -0.682 -10.322 -8.204
```

Output
⟨S²⟩   0.754
Largest force on an atom   1.56 eV/Å
HOMO energy (spin up / spin down)   -7.71 / -7.72 eV
Multiplicity   2

***

(8)
Here is the molecule C21H26N6O3 at a distorted geometry from the Open Molecules 2025 dataset. Energies are from ωB97M-V/def2-TZVPD.

Structure (XYZ):
```
56
Properties=species:S:1:pos:R:3
C -5.064 -1.021 -1.632
O -3.809 -0.694 -1.088
C -3.763 0.063 0.048
C -4.886 0.497 0.740
C -4.747 1.251 1.893
C -3.492 1.573 2.370
C -2.368 1.141 1.685
C -2.484 0.391 0.528
C -1.288 -0.057 -0.295
C -0.115 -0.389 0.573
N 0.468 0.386 1.466
N 1.405 -0.344 2.053
N 1.437 -1.515 1.575
N 0.502 -1.597 0.628
C 0.272 -2.827 -0.093
C 1.616 -3.436 -0.477
C -0.558 -3.763 0.784
N -1.062 0.921 -1.346
C -0.530 2.211 -0.985
C 1.015 2.235 -0.839
N 1.582 1.185 -1.655
C 2.504 0.266 -1.283
O 2.674 -0.762 -1.935
C 3.346 0.523 -0.111
C 4.199 -0.372 0.491
C 4.827 0.326 1.540
C 4.325 1.592 1.497
O 3.436 1.724 0.507
C 0.870 0.983 -2.897
C -0.540 0.436 -2.611
H -4.852 -1.596 -2.532
H -5.630 -0.124 -1.902
H -5.656 -1.633 -0.944
H -5.877 0.254 0.389
H -5.631 1.582 2.417
H -3.382 2.156 3.271
H -1.383 1.377 2.060
H -1.596 -0.976 -0.804
H -0.287 -2.577 -1.001
H 1.457 -4.352 -1.039
H 2.190 -3.657 0.419
H 2.178 -2.736 -1.093
H -0.751 -4.692 0.254
H -0.016 -3.986 1.700
H -1.511 -3.304 1.043
H -0.839 2.909 -1.771
H -0.989 2.528 -0.049
H 1.283 2.078 0.203
H 1.405 3.209 -1.159
H 4.332 -1.395 0.211
H 5.549 -0.059 2.230
H 4.514 2.459 2.100
H 1.438 0.279 -3.506
H 0.813 1.946 -3.412
H -1.220 0.751 -3.414
H -0.514 -0.654 -2.605
```

Output
Largest force on an atom   1.58 eV/Å
Energy relative to the best compared isomer or geometry (same formula, charge and spin)   79.6 kcal/mol
SMILES string   COc1ccccc1[C@H](c1nnnn1C(C)C)N1CCN(C(=O)c2ccco2)CC1
HOMO energy   -8.22 eV